Entry 1:
DFT (ωB97M-V/def2-TZVPD) results for a 2-piece molecular cluster, C3H6ClN2O overall in a non-equilibrium geometry.

Geometry as XYZ:
```
13
Properties=species:S:1:pos:R:3
C 0.7474 1.1197 -0.2304
C 2.3884 0.3378 1.4513
C -1.6635 -1.2600 -1.0073
N 1.8786 0.6988 0.4454
N -0.6184 -0.1297 0.6695
O -1.7085 -0.2679 0.0304
Cl 3.5711 -0.1040 2.3720
H 0.7128 1.1859 -1.3565
H 0.4180 2.1432 0.0272
H -0.6492 -1.4482 -1.2131
H -2.1313 -0.5741 -1.7892
H -2.1636 -2.1691 -0.8864
H -0.7820 0.4676 1.4870
```

Calculated values
DFT total energy in eV: -20744.8298
HOMO-LUMO gap (alpha / beta) in eV: 7.626 / 7.625
ΔE to the lowest compared entry with this formula, charge and spin in kJ/mol: 727.2
Total charge: +1
2S+1: 1



Entry 2:
DFT (ωB97M-V/def2-TZVPD) results for an isolated ion of composition C9H8N6 and charge +2 in a non-equilibrium geometry.

Geometry as XYZ:
```
23
Properties=species:S:1:pos:R:3
C 1.5143 0.6087 1.0261
N 0.8445 1.5701 1.2083
C -0.0953 1.9805 0.0837
N 0.7029 2.0406 -1.0982
C 1.1016 0.9540 -1.6110
C 0.8410 -0.3258 -1.0134
C -0.4771 -0.3693 -0.3777
N -1.2004 -1.4433 -0.2286
C -2.3848 -1.4342 0.2961
C -3.1109 -0.2638 0.4741
C -2.3900 0.8784 0.2167
N -1.0600 0.8739 -0.0354
N 1.7005 -1.4212 -0.8376
C 2.4465 -1.4189 0.2113
N 2.3220 -0.4033 1.1555
H -0.4741 2.8828 0.2695
H 1.6155 1.1649 -2.4495
H -2.8064 -2.5147 0.4642
H -4.0833 -0.1250 0.7599
H -2.9594 1.8782 0.3702
H 1.7498 -2.2499 -1.3664
H 3.2560 -2.2166 0.5915
H 2.9470 -0.6461 1.8908
```

Calculated values
DFT total energy in eV: -18381.6814
HOMO-LUMO gap in eV: 8.262
Total charge: +2
Structure (SMILES): C1#[N+][C@H]2N=CC(=C3N=CC=CN32)N/C=[NH+]\1
2S+1: 1



Entry 3:
DFT (ωB97M-V/def2-TZVPD) results for C4H4N2 as an isolated structure.

Geometry as XYZ:
```
10
Properties=species:S:1:pos:R:3
C -0.5624 0.0464 0.5531
C -0.0756 1.2371 -0.1878
N 1.1085 1.0527 -0.6993
C 1.3937 -0.1414 -0.1404
N 0.8699 -1.2211 -0.7569
C -0.3281 -1.1812 -0.2460
H -1.4591 0.1212 1.1685
H -0.6353 2.1547 -0.3471
H 0.7490 -0.1061 1.0852
H -1.0606 -1.9622 -0.4292
```

Calculated values
DFT total energy in eV: -7188.3085
HOMO-LUMO gap in eV: 9.810
ΔE to the lowest compared entry with this formula, charge and spin in kJ/mol: 422.6
2S+1: 1



Entry 4:
DFT (ωB97M-V/def2-TZVPD) results for C23H40Cl3MgN4O3Si as an isolated structure in a non-equilibrium geometry.

Geometry as XYZ:
```
75
Properties=species:S:1:pos:R:3
C 6.4690 -3.5115 -1.0998
C 6.8682 -4.1572 0.1794
H 7.1369 -2.6689 -1.3264
H 5.4349 -3.1374 -1.0343
H 6.5295 -4.2199 -1.9435
C 8.1609 -4.4817 0.3842
C 9.2532 -4.1559 -0.5705
H 8.4792 -5.0621 1.2474
H 9.2403 -3.1051 -0.8909
H 9.2376 -4.7822 -1.4736
H 10.2063 -4.3471 -0.0678
Mg 1.6530 -1.9267 0.4325
Cl -0.0955 -3.1798 -0.4872
Cl 3.4499 -2.1902 -0.9728
C 0.2751 -3.1087 2.7217
O 1.0663 -2.2257 2.2905
N -0.0742 -3.1990 4.0045
C 0.3646 -2.1535 4.9290
C -0.6655 -4.4050 4.5697
H -0.1501 -3.8312 2.0167
H 0.1143 -1.1744 4.5071
H 1.4478 -2.1873 5.0994
H -0.1621 -2.3139 5.8712
H -1.3659 -4.8483 3.8593
H -1.1860 -4.1381 5.4896
H 0.0876 -5.1681 4.8110
H 4.5117 2.9746 -1.8061
H 4.9683 -0.3207 -0.2871
C 4.2566 2.9215 -0.7418
C 5.1379 0.7144 0.0299
N 3.9779 1.5409 -0.3241
H 3.3694 3.5199 -0.5637
C 2.7306 1.1040 -0.2714
O 2.2199 0.1359 0.2818
H 5.3528 0.7698 1.1045
H 2.0074 1.8263 -0.8922
H 5.0899 3.3184 -0.1552
H 5.9958 1.1303 -0.5030
O 5.0759 -3.2020 1.4777
C 5.7502 -4.4471 1.1808
C 7.2296 -4.7536 3.1921
C 6.1940 -5.2426 2.3981
H 7.7181 -3.8184 2.8980
C 7.6411 -5.4495 4.3347
H 5.0153 -5.0501 0.6264
C 5.6163 -6.4860 2.6894
H 8.4095 -5.0069 4.9784
C 7.0693 -6.6890 4.6248
C 6.0599 -7.2100 3.8039
H 4.8313 -6.8579 2.0272
H 7.4035 -7.2422 5.5047
H 5.6028 -8.1745 4.0291
Si 4.5294 -2.4397 2.9035
Cl 1.4294 2.3224 -2.1990
C 5.9734 -2.0356 4.0402
C 3.4879 -3.7812 3.7215
C 3.6937 -0.7870 2.6939
H 6.3252 -2.9029 4.6120
H 5.6327 -1.2701 4.7515
H 6.8210 -1.6314 3.4728
H 4.2114 -0.0552 3.3175
H 2.6519 -0.8111 3.0310
H 3.7127 -0.4266 1.6679
H 4.1330 -4.5696 4.1414
H 2.8205 -4.2586 2.9887
H 2.8800 -3.3872 4.5449
N -0.6226 0.7800 -0.1799
C -1.6327 1.6246 0.1385
C -2.2308 1.0899 1.2785
C -1.4740 -0.0689 1.5948
N -0.4809 -0.2385 0.7023
H 0.0080 0.8990 -0.9789
H -1.8411 2.5051 -0.4486
H -3.0651 1.4807 1.8245
H -1.6324 -0.7573 2.4124
```

Calculated values
DFT total energy in eV: -87499.9131
HOMO-LUMO gap in eV: 5.877
ΔE to the lowest compared entry with this formula, charge and spin in kJ/mol: 203.5
Total charge: -1
2S+1: 1



Entry 5:
DFT (ωB97M-V/def2-TZVPD) results for C16H24BN9PtS2 as an isolated structure.

Geometry as XYZ:
```
53
Properties=species:S:1:pos:R:3
Pt -0.7007 -0.0515 0.4093
C -2.8520 -1.7214 2.9294
N -1.5989 -2.3945 2.6295
C -0.7167 -2.8775 3.5594
C 0.3408 -3.3663 2.8685
N 0.1122 -3.1863 1.5272
B 1.2002 -3.7325 0.5080
N 1.0102 -3.1580 -0.9244
C 0.6419 -3.9155 -2.0073
C 0.5975 -3.1111 -3.0946
N 0.9419 -1.8510 -2.6617
C 0.9897 -0.6579 -3.4881
C 1.1788 -1.8952 -1.3346
S 1.5650 -0.5287 -0.3478
C -1.0740 -2.5755 1.3885
S -1.8629 -2.0321 -0.0789
H -2.9743 -1.7029 4.0081
H -3.6805 -2.2417 2.4541
H -2.8205 -0.6961 2.5616
H -0.9081 -2.7960 4.6146
H 1.2514 -3.8175 3.2193
H 1.0621 -4.9285 0.4266
H 2.2703 -3.4055 0.9465
H 0.4528 -4.9687 -1.9100
H 0.3700 -3.3169 -4.1248
H 0.9200 -0.9630 -4.5293
H 1.9295 -0.1339 -3.3272
H 0.1672 0.0114 -3.2427
N -0.0354 1.4659 1.8464
C 0.2488 1.0777 2.9160
C 0.5760 0.6317 4.1729
C -0.4784 0.1550 4.9932
N -1.3687 -0.2389 5.6136
C 1.9335 0.5386 4.5789
N 3.0354 0.4653 4.9070
C 0.5786 4.1475 -0.6648
C 0.0571 3.5063 -1.9536
C 1.1372 3.5685 -3.0291
C -1.2060 4.2102 -2.4365
N -0.2263 2.0642 -1.7923
N -1.1912 1.7574 -0.7856
H 0.8393 5.1910 -0.8460
H 1.4700 3.6280 -0.3081
H -0.1566 4.1402 0.1432
H 1.4185 4.6034 -3.2245
H 0.7789 3.1216 -3.9572
H 2.0340 3.0331 -2.7074
H -0.9928 5.2580 -2.6489
H -1.9961 4.1889 -1.6823
H -1.5807 3.7392 -3.3467
H 0.6260 1.5888 -1.5026
H -2.1069 1.7105 -1.2164
H -1.2070 2.4622 -0.0482
```

Calculated values
DFT total energy in eV: -55985.9675
HOMO-LUMO gap (alpha / beta) in eV: 7.514 / 6.567
ΔE to the lowest compared entry with this formula, charge and spin in kJ/mol: 0.0
2S+1: 3



Entry 6:
DFT (ωB97M-V/def2-TZVPD) results for C24H33F5O24 as an isolated structure in a non-equilibrium geometry.

Geometry as XYZ:
```
86
Properties=species:S:1:pos:R:3
C 2.5268 -2.9059 -2.9091
C 1.2576 -2.1096 -2.8249
O 0.9087 -2.4134 -1.4951
C 1.6776 -3.3861 -0.9370
O 1.4645 -3.9455 0.1507
O 2.7643 -3.4756 -1.6679
F 0.3185 -2.4655 -3.7640
H 3.3828 -2.3303 -3.2612
H 2.4173 -3.7609 -3.5762
H 1.5627 -1.0663 -2.9066
C -0.6917 -1.3238 1.1591
C 0.3119 -1.0724 -0.0206
O 1.1888 -0.3723 0.7686
C 0.5343 0.3420 1.7751
O 1.0666 1.1383 2.3953
O -0.6979 -0.0857 1.8108
F -0.3091 -0.2461 -0.8445
H -0.3739 -2.1172 1.8356
H -1.7105 -1.5907 0.8778
H 0.7454 -1.9494 -0.5011
C 2.7012 1.7195 3.5133
C 4.0019 1.1928 2.9728
O 4.4861 2.3999 2.2797
C 3.4649 3.2969 2.0489
O 3.6188 4.3933 1.5457
O 2.3514 2.7826 2.5955
F 3.9548 0.2269 2.0894
H 2.7719 2.3186 4.4212
H 1.8938 1.0068 3.6813
H 4.7701 0.9574 3.7093
C 0.0211 -5.0529 1.0599
C 0.3796 -5.7870 2.3727
O 0.0763 -4.8673 3.4071
C -0.2588 -3.6847 2.8549
O -0.6130 -2.6801 3.4014
O -0.1334 -3.7383 1.5790
F 1.7272 -5.8459 2.4823
H -0.8834 -5.5140 0.6634
H 0.8805 -5.0131 0.3906
H 0.0802 -6.8315 2.4594
C -0.2633 2.6927 1.2805
C -1.7774 2.9234 1.2653
O -1.8292 4.1705 2.0744
C -0.7010 4.8462 1.8606
O -0.4418 6.0186 2.0793
O 0.2225 3.9960 1.3182
F -2.4097 1.9387 1.9573
H 0.0211 2.1479 0.3802
H 0.1884 2.1968 2.1397
H -2.3136 3.2109 0.3608
C -4.3229 -1.5094 -0.7594
O -4.7355 -0.5423 0.2416
C -4.0027 -0.3788 1.3867
O -2.8463 -0.7223 1.5496
O -4.7041 0.3905 2.2159
C -4.0852 0.8713 3.4081
H -3.3319 -1.3232 -1.1731
H -4.9682 -1.6271 -1.6299
H -4.3205 -2.4899 -0.2832
H -4.9077 1.2955 3.9839
H -3.4159 1.6813 3.1181
H -3.5110 0.0392 3.8155
C 0.3622 0.9510 -2.8014
O 1.4873 0.1981 -3.3353
C 2.7356 0.9224 -3.3663
O 3.0000 2.0746 -3.0006
O 3.6666 0.0279 -3.6286
C 5.1108 0.1465 -3.4781
H -0.2141 0.6897 -1.9139
H -0.3364 0.6657 -3.5879
H 0.4705 2.0288 -2.9230
H 5.4110 1.1076 -3.8956
H 5.6378 -0.7182 -3.8814
H 5.4301 0.3406 -2.4542
C -2.8762 4.3392 -3.3000
O -3.1072 3.0167 -2.7836
C -2.1539 2.1048 -2.2473
O -0.9759 2.3829 -2.0683
O -2.8150 0.9723 -1.9242
C -1.9735 -0.0568 -1.4354
H -2.0242 4.7871 -2.7885
H -3.7614 4.9422 -3.0974
H -2.8055 4.3597 -4.3875
H -1.6705 0.1271 -0.4047
H -1.2227 -0.4067 -2.1439
H -2.5553 -0.9731 -1.3357
```

Calculated values
DFT total energy in eV: -88125.1930
HOMO-LUMO gap in eV: 9.419
ΔE to the lowest compared entry with this formula, charge and spin in kJ/mol: 2330.6
2S+1: 1



Entry 7:
DFT (ωB97M-V/def2-TZVPD) results for one molecule with the formula C19H22N2O2S.

Geometry as XYZ:
```
46
Properties=species:S:1:pos:R:3
O 4.1685 2.9136 -0.1724
C 4.3345 1.8907 0.7657
C 5.1308 0.6835 0.2282
C 5.3414 -0.3628 1.3408
C 4.8260 -1.7383 0.9213
C 3.3679 -1.6481 0.4769
N 3.1907 -0.6075 -0.5223
C 1.9730 -0.1523 -0.8983
S 1.7996 1.2252 -1.8145
N 0.8986 -0.8710 -0.4710
C -0.4607 -0.6593 -0.7420
C -0.9301 -0.2099 -1.9719
C -2.2846 -0.0457 -2.1778
C -3.1962 -0.3410 -1.1696
O -4.5277 -0.2190 -1.4648
C -5.4172 0.1663 -0.4959
C -6.7216 -0.3043 -0.6136
C -7.6831 0.0953 0.2945
C -7.3554 0.9617 1.3244
C -6.0603 1.4385 1.4325
C -5.0898 1.0495 0.5274
C -2.7335 -0.8334 0.0469
C -1.3783 -0.9867 0.2540
C 4.4039 0.0460 -0.9592
H 3.4827 2.6512 -0.8075
H 3.3613 1.5456 1.1456
H 4.8885 2.3327 1.5995
H 6.0900 1.0594 -0.1363
H 6.3969 -0.4371 1.6016
H 4.8046 -0.0484 2.2390
H 5.4415 -2.1459 0.1195
H 4.8863 -2.4300 1.7633
H 3.0422 -2.6186 0.0769
H 2.7624 -1.4123 1.3641
H 1.0582 -1.5363 0.2720
H -0.2398 0.0171 -2.7659
H -2.6542 0.3063 -3.1276
H -6.9602 -0.9762 -1.4232
H -8.6930 -0.2747 0.1988
H -8.1072 1.2690 2.0353
H -5.8003 2.1255 2.2244
H -4.0840 1.4366 0.6028
H -3.4346 -1.0995 0.8243
H -1.0268 -1.3701 1.2024
H 5.0476 -0.6896 -1.4505
H 4.1416 0.8040 -1.6978
```

Calculated values
DFT total energy in eV: -37970.6673
HOMO-LUMO gap in eV: 8.479
ΔE to the lowest compared entry with this formula, charge and spin in kJ/mol: 165.1
Structure (SMILES): OC[C@H]1CCCN(C(=S)Nc2ccc(Oc3ccccc3)cc2)C1
2S+1: 1



Entry 8:
DFT (ωB97M-V/def2-TZVPD) results for one molecule with the formula CHBrF2O in a non-equilibrium geometry.

Geometry as XYZ:
```
6
Properties=species:S:1:pos:R:3
O -0.0303 -0.4198 0.6421
C -1.1635 -0.8618 0.1788
F -1.6500 -1.8954 0.7880
F -1.1071 -1.3728 -1.3210
Br -2.6857 0.4989 -0.0072
H 0.3890 0.1352 -0.0167
```

Calculated values
DFT total energy in eV: -78577.5069
HOMO-LUMO gap in eV: 11.277
ΔE to the lowest compared entry with this formula, charge and spin in kJ/mol: 73.2
Structure (SMILES): OC(F)(F)Br
2S+1: 1



What is the formula in the sixth record?
C24H33F5O24



What is the formula in the fourth record?
C23H40Cl3MgN4O3Si